146
Properties=species:S:1:pos:R:3:forces:R:3 method="wB97M-V/def2-TZVPD" orbital_gap_ev=8.74 smiles="O=S1(=O)OCCO1.O=S1(=O)OCCO1.O=S1(=O)OCCO1.O=S1(=O)OCCO1.O=S1(=O)OCCO1.C1CCOC1.C1CCOC1.C1CCOC1.C1CCOC1.C1CCOC1.C1CCOC1.C1CCOC1" homo_energy_ev=-8.68 energy_ha=-5515.60155 de_lowest_kj_mol=265.8 lumo_energy_ev=0.059
S -4.16686 -0.30359 -2.94028 -0.16 -0.36 0.70
S 1.69241 -7.13420 0.75818 -1.54 1.43 0.97
S -0.20915 0.64856 -4.92151 -0.49 -0.40 0.59
S -2.10725 0.95395 3.80728 -0.62 1.23 1.37
S -0.08589 -1.13387 0.03633 -0.59 0.88 -1.83
O -0.05717 -2.06039 1.11075 0.19 0.70 0.75
O -2.03003 0.79886 5.41662 1.17 -0.42 -0.96
O 2.05201 -5.83644 1.69835 1.21 -1.31 0.27
O 4.52924 -1.87195 3.28814 0.74 -0.11 0.10
O -0.09062 -1.73908 -1.26585 0.23 0.74 0.44
O -0.07092 1.45477 -3.74977 0.19 0.14 -0.41
O -1.18841 -5.35299 -3.72989 -1.47 -0.10 0.18
O 2.46776 4.62506 4.25213 0.33 0.00 0.21
O 1.05576 0.03021 0.11029 -1.08 -0.81 -0.15
O 2.81387 -7.71561 0.08607 -0.76 0.75 0.55
O -5.18461 0.16762 -4.10645 1.07 -0.29 0.21
O 0.26456 -0.70005 -4.87090 -0.32 1.29 -0.87
O -1.76348 0.67223 -5.35798 0.17 -0.80 1.00
O -0.79541 1.06855 3.25016 -1.02 -0.09 0.40
O 3.20851 -4.05460 -1.16078 -0.35 -0.75 0.19
O 0.83649 -7.92621 1.60271 0.79 0.02 -0.92
O -5.39691 -0.77649 -1.98531 1.14 0.53 0.29
O -0.79812 4.42446 0.41327 0.41 0.02 0.11
O -6.52477 1.74814 3.07360 -0.78 -0.48 0.71
O -3.08332 0.06376 3.28071 0.46 0.02 -0.01
O -3.38727 -1.45578 -3.26247 -0.73 0.55 -0.46
O -2.77457 2.43242 3.95051 0.05 -0.46 -1.14
O 0.79618 -6.26701 -0.26309 1.35 -1.24 0.14
O -3.50429 0.82397 -2.36870 -0.89 -0.29 -0.48
O 5.43018 1.86820 -1.71916 0.00 0.41 -0.59
O -1.33320 -0.13406 0.14916 0.02 -1.65 1.92
O 0.28357 1.50238 -6.21584 -0.46 -0.87 0.47
C 0.06913 5.54399 0.14995 -1.01 0.69 0.44
C 0.46906 1.35097 -0.03424 -0.28 0.67 0.20
C 3.83056 1.21874 -3.35525 0.04 1.30 -0.58
C -6.34694 -1.42441 -2.77821 -1.54 -0.93 -0.58
C 0.31147 -5.07606 0.38414 -0.54 -0.47 -0.78
C -2.06702 1.96580 -5.82723 0.23 0.11 -1.51
C -0.83438 2.24634 -6.73377 -0.45 1.69 0.75
C -3.12724 1.47326 6.03059 0.22 -1.79 1.32
C 1.42224 2.69608 4.93003 0.60 -1.69 -0.84
C -0.64212 -4.03250 -3.89088 1.38 -0.83 0.07
C 3.60544 -0.81088 3.33945 -0.56 1.42 -0.51
C 1.38862 -4.63828 1.38352 -0.96 0.55 -1.55
C 4.45539 -4.66814 -1.55912 -0.01 0.58 -0.03
C -1.72733 4.74959 1.47361 0.05 0.58 -0.81
C -6.30505 -0.74519 -4.17043 0.22 0.26 -0.34
C 2.60841 -2.57765 4.47251 -0.31 -0.21 0.14
C 5.11255 2.99706 -2.52560 0.53 0.23 -0.61
C 1.09600 -5.59907 -3.98153 0.74 -0.15 -1.20
C -5.95519 2.86001 2.39467 -0.59 -0.06 -0.13
C 2.24832 -1.48279 3.47854 -0.01 -0.08 0.20
C 3.07573 -2.77378 -1.75516 -0.34 0.91 -0.73
C 4.11847 -2.74324 -2.86999 -0.15 0.77 0.64
C -0.20352 -6.37191 -3.77132 1.42 0.65 -0.64
C -1.05763 1.20531 -0.25478 0.81 -1.25 -1.36
C -1.28864 6.09742 2.04994 -0.31 -0.58 0.90
C -3.40776 2.67506 5.22483 0.07 1.41 -1.12
C 2.56619 4.58671 5.69937 -0.51 0.44 -0.30
C 2.23749 3.15149 6.12655 -0.04 1.16 -0.64
C 0.09106 6.28799 1.46260 0.92 0.59 1.36
C -5.56447 2.37729 1.01681 0.98 -0.28 -0.97
C 0.61521 -4.36604 -4.74054 -1.31 1.19 1.80
C 4.61202 2.44755 -3.90006 0.28 -0.03 2.06
C 4.05548 -2.96065 4.09192 -1.81 0.13 -0.47
C 4.67466 0.74581 -2.18206 -0.04 0.32 0.08
C 1.32726 3.84814 3.96056 -1.28 0.52 0.91
C 5.21480 -3.50328 -2.15099 1.36 -0.73 -1.25
C -6.28868 0.56312 2.31361 0.88 0.64 -1.33
C -6.33763 1.06594 0.83495 0.19 -0.27 0.36
H 1.96957 -3.46031 4.41051 -0.10 0.09 0.13
H -7.33451 1.21101 0.41114 -0.28 0.17 0.63
H 4.60974 -3.21704 4.99366 0.62 0.38 -0.22
H 5.99052 -3.82249 -2.85629 -0.04 -0.19 0.11
H -3.93023 0.73263 6.06219 -0.30 0.42 -0.04
H -0.35178 -3.64272 -2.91148 -0.12 0.21 -0.01
H 4.00222 3.18394 -4.41578 -0.05 -0.12 -0.18
H 0.29668 7.35961 1.53514 0.30 -0.05 -0.95
H 2.08607 -2.53128 -2.15411 -0.24 -0.85 0.12
H 4.30462 -5.46811 -2.28827 -0.33 0.04 -0.02
H 3.91787 -0.04335 4.06360 -0.41 -0.55 0.85
H 4.02738 0.50430 -1.33610 0.17 -0.89 -0.18
H 4.98585 -5.09536 -0.70892 -0.35 0.02 0.24
H 1.03676 5.18101 -0.18082 -0.02 -0.04 -0.11
H 3.75240 -3.23780 -3.77294 0.04 -0.55 0.25
H 5.39001 -0.01660 -2.49313 -0.19 -0.29 0.40
H -6.92153 -0.29978 2.50744 -0.54 0.50 0.46
H -2.25475 2.73714 -5.07996 0.48 -0.38 0.48
H 6.02610 3.58245 -2.65141 0.01 0.01 0.08
H 0.85721 -4.15154 2.19998 0.45 -0.44 0.50
H 4.35611 -1.74666 -3.24052 0.19 0.12 0.46
H 0.73279 1.88053 0.87875 -0.27 0.02 0.07
H 1.62259 -5.40477 -3.04553 -0.07 0.46 -0.07
H 0.12916 -4.43512 -0.47708 -0.05 0.47 0.48
H -1.68602 1.93545 0.24302 0.12 -0.18 0.31
H 0.13873 -4.55218 -5.70293 0.89 -0.37 -0.40
H 1.16319 3.48130 2.94598 0.89 0.35 -0.23
H -1.23236 6.05124 3.14112 0.07 -0.11 -0.01
H -1.02158 2.05014 -7.78428 0.25 -0.49 0.02
H 1.80778 5.22873 6.16596 0.08 0.41 -0.35
H -5.26582 0.28339 2.57605 0.03 -0.46 -0.46
H 3.95489 -3.83674 3.44937 0.55 -0.10 -0.03
H 1.39120 -0.87060 3.76420 0.29 0.25 0.33
H 4.39732 3.64038 -2.00307 -0.30 -0.09 -0.16
H 0.44304 4.48180 4.16116 -0.07 -0.13 0.12
H -1.34602 1.07131 -1.29984 0.44 1.37 -0.23
H 1.54046 3.10818 6.96035 0.83 0.05 0.65
H -7.15205 -0.11634 -4.43776 -0.13 -0.02 0.45
H -2.93980 3.61085 5.53229 0.07 -0.23 0.54
H -6.16931 -1.42883 -5.00760 0.24 -0.23 0.24
H -5.66696 3.14251 0.24536 -0.52 -0.08 0.00
H 3.55588 4.95473 5.95259 0.02 -0.08 0.05
H -6.75511 3.59943 2.29962 0.21 0.24 0.25
H -0.62224 -5.39051 0.85706 0.02 0.46 0.18
H -0.38295 6.24230 -0.56482 0.06 -0.46 -0.53
H 1.80443 -6.02915 -4.69865 0.00 -0.82 0.55
H 0.88501 1.90135 -0.87636 0.30 -0.40 -0.11
H 2.53349 -2.15694 5.47757 0.11 -0.15 0.07
H -2.70224 4.84744 0.99190 -0.22 -0.31 0.31
H 5.51166 2.20147 -4.46183 -0.20 -0.22 -0.30
H -0.19714 -6.97748 -2.86738 -0.20 0.03 0.05
H -0.61654 3.30752 -6.60325 0.33 -0.04 -0.32
H 1.95220 -1.87354 2.50417 0.29 -0.21 -0.01
H -0.25390 -7.00529 -4.66424 -0.91 -0.14 0.15
H 0.85135 5.85034 2.11737 -0.18 -0.18 0.03
H -2.81008 1.68001 7.05266 -0.07 0.09 -0.08
H -1.36123 -3.36763 -4.36128 -0.16 -0.18 -0.01
H 1.37205 -3.58285 -4.74035 -0.16 0.13 -0.35
H -5.10983 3.24959 2.96543 -0.04 0.15 -0.06
H -1.70561 3.96976 2.23145 -0.09 -0.20 -0.18
H -7.33506 -1.36174 -2.31762 0.15 0.64 0.13
H -1.99068 6.91404 1.87523 0.10 -0.06 -0.56
H 2.91467 1.64253 -2.93792 -0.28 -0.27 -0.25
H -4.49847 2.13393 0.94837 0.02 -0.08 0.35
H 3.21360 -1.98884 -0.99960 0.51 -0.06 0.03
H 2.03447 1.95004 4.41165 -0.42 -0.31 0.01
H -5.88894 0.37033 0.12660 0.46 0.06 0.21
H 3.56986 -0.15072 2.46174 0.59 -0.82 -0.62
H 0.46696 2.24360 5.18489 0.03 0.01 -0.02
H -2.97682 1.91558 -6.42433 0.07 -0.29 -0.03
H 3.21376 2.68216 6.22379 -0.49 -0.79 0.44
H 5.75711 -2.99306 -1.35383 -0.42 0.57 -0.07
H -4.47756 2.87016 5.13805 0.02 -0.24 -0.39
H 2.07974 -3.93275 0.92055 0.08 -0.17 0.10
H 3.59140 0.51178 -4.14684 0.01 -0.32 0.29
H -6.21102 -2.50858 -2.82509 0.72 0.14 -0.22